This record from the Open Molecules 2025 dataset describes C33H31GeN3NiO6 as an isolated structure in a non-equilibrium geometry. The level of theory is ωB97M-V with the def2-TZVPD basis set.

Computed properties:
**HOMO-LUMO gap (spin up / spin down)**: 6.6 / 6.7 eV
**Spin multiplicity**: 3
**HOMO energy (spin up / spin down)**: -6.978 / -7.075 eV
**<S²>**: 2.0077
**E_tot**: -149037.372 eV
**E_LUMO (spin up / spin down)**: -0.342 / -0.368 eV

Each line ends with the Mulliken spin population.
Element x y z (Å)
Ni1 0.79 0.29 -0.73  1.65
O1 4.64 5.95 -0.16  0.00
C1 3.35 6.05 -0.70  0.00
C2 2.69 4.69 -0.72  0.00
C3 1.41 4.53 -1.27  0.00
C4 0.85 3.27 -1.29  0.01
N1 1.47 2.21 -0.82  0.05
C5 2.70 2.34 -0.30  0.00
C6 3.34 3.58 -0.22  0.00
C7 3.32 1.07 0.08  0.00
C8 4.69 0.84 -0.05  0.00
C9 5.18 -0.44 0.08  0.00
C10 6.64 -0.77 -0.16  0.00
O2 7.43 0.32 -0.54  0.00
C11 4.28 -1.45 0.42  0.00
C12 2.95 -1.14 0.59  0.00
N2 2.46 0.08 0.39  0.03
H1 5.11 6.78 -0.30  0.00
H2 3.38 6.42 -1.74  0.00
H3 2.73 6.74 -0.11  0.00
H4 0.88 5.38 -1.68  0.00
H5 -0.14 3.10 -1.70  0.00
H6 4.32 3.68 0.21  0.00
H7 5.34 1.67 -0.30  0.00
H8 6.70 -1.59 -0.90  0.00
H9 7.07 -1.14 0.78  0.00
H10 7.11 0.66 -1.38  0.00
H11 4.62 -2.47 0.53  0.00
H12 2.23 -1.90 0.87  0.00
O3 -0.65 0.34 -2.15  0.07
C13 -0.71 -0.90 -2.02  -0.01
O4 -0.15 -1.49 -1.06  0.03
C14 -1.62 -1.71 -2.90  0.00
C15 -2.94 -1.72 -2.14  0.00
Ge1 -2.70 -1.59 -0.14  0.00
C16 -1.90 -3.10 0.88  0.00
C17 -1.02 -4.02 0.33  0.00
C18 -0.48 -5.03 1.10  0.00
C19 -0.83 -5.15 2.43  0.00
C20 -1.73 -4.26 2.99  0.00
C21 -2.26 -3.24 2.22  0.00
C22 -4.57 -1.50 0.53  0.00
C23 -4.89 -0.69 1.61  0.00
C24 -6.16 -0.68 2.15  0.00
C25 -7.14 -1.48 1.60  0.00
C26 -6.85 -2.29 0.51  0.00
C27 -5.57 -2.29 -0.02  0.00
C28 -1.98 0.18 0.42  0.03
C29 -2.70 1.32 0.09  0.00
C30 -2.24 2.58 0.43  0.02
C31 -1.05 2.71 1.13  -0.01
C32 -0.33 1.59 1.49  0.00
C33 -0.77 0.32 1.11  0.02
H13 -1.21 -2.71 -3.00  0.00
H14 -1.71 -1.25 -3.89  0.00
H15 -3.52 -2.61 -2.40  0.00
H16 -3.54 -0.85 -2.42  0.00
H17 -0.73 -3.91 -0.71  0.00
H18 0.22 -5.73 0.65  0.00
H19 -0.40 -5.94 3.04  0.00
H20 -2.01 -4.35 4.03  0.00
H21 -2.97 -2.56 2.65  0.00
H22 -4.12 -0.06 2.04  0.00
H23 -6.39 -0.05 3.00  0.00
H24 -8.14 -1.48 2.02  0.00
H25 -7.62 -2.91 0.08  0.00
H26 -5.34 -2.92 -0.86  0.00
H27 -3.64 1.21 -0.43  0.00
H28 -2.81 3.46 0.16  0.00
H29 -0.69 3.70 1.40  0.00
H30 0.56 1.69 2.10  0.00
H31 -0.28 -0.58 1.48  -0.01
O5 3.22 1.33 -3.00  0.00
N3 2.81 0.19 -3.10  0.02
O6 2.02 -0.33 -2.31  0.09


This record from the Open Molecules 2025 dataset describes C33H31HfNO3STe as an isolated structure in a non-equilibrium geometry. The level of theory is ωB97M-V with the def2-TZVPD basis set.

Computed properties:
**HOMO-LUMO gap (spin up / spin down)**: 5.5 / 5.3 eV
**Spin multiplicity**: 2
**HOMO energy (spin up / spin down)**: -10.138 / -10.141 eV
**Net charge**: +1
**<S²>**: 0.7647
**E_tot**: -61785.015 eV
**E_LUMO (spin up / spin down)**: -4.603 / -4.849 eV

Each line ends with the Mulliken spin population.
Element x y z (Å)
Hf1 -1.20 -1.27 -0.26  0.18
C1 4.58 2.74 -0.39  0.00
C2 3.56 1.65 -0.45  0.01
C3 3.89 0.46 -1.07  0.01
C4 3.00 -0.61 -1.24  0.00
C5 3.51 -1.82 -1.97  0.00
O1 4.18 -1.69 -2.97  0.00
C6 3.21 -3.19 -1.36  0.00
C7 3.13 -4.28 -2.20  0.00
C8 2.90 -5.53 -1.66  0.00
C9 2.79 -5.66 -0.29  0.00
C10 2.94 -4.58 0.58  0.00
C11 3.15 -3.32 0.02  0.00
C12 1.69 -0.44 -0.76  0.06
O2 0.74 -1.40 -0.72  0.00
C13 1.31 0.85 -0.23  -0.02
C14 2.24 1.86 -0.05  0.09
C15 -0.14 0.88 0.11  0.04
N1 -1.06 0.74 -0.93  0.22
C16 -0.88 1.24 -2.28  0.00
C17 -1.25 2.74 -2.51  0.02
Te1 -2.86 3.65 -1.51  0.00
C18 -1.73 4.22 0.17  0.02
C19 -2.14 3.94 1.45  0.00
C20 -1.31 4.26 2.53  0.00
C21 -0.07 4.88 2.28  0.00
C22 0.31 5.20 1.00  0.00
C23 -0.51 4.90 -0.06  -0.01
C24 -0.72 0.58 1.39  0.05
C25 0.09 0.40 2.55  0.15
C26 -0.38 0.01 3.75  -0.04
C27 -1.72 -0.40 3.88  0.11
C28 -2.56 -0.30 2.80  -0.08
C29 -2.08 0.18 1.56  0.12
H1 5.54 2.37 -0.76  0.00
H2 4.69 3.07 0.64  0.00
H3 4.33 3.64 -0.97  0.00
H4 4.88 0.29 -1.48  0.00
H5 3.25 -4.14 -3.27  0.00
H6 2.78 -6.38 -2.29  0.00
H7 2.67 -6.66 0.15  0.00
H8 2.89 -4.73 1.66  0.00
H9 3.20 -2.45 0.68  0.00
H10 2.00 2.80 0.46  0.01
H11 -1.46 0.63 -3.01  0.00
H12 0.18 1.13 -2.61  0.01
H13 -1.47 2.87 -3.57  0.00
H14 -0.40 3.38 -2.26  0.00
H15 -3.06 3.40 1.61  0.00
H16 -1.59 4.06 3.54  0.00
H17 0.56 5.11 3.12  0.00
H18 1.23 5.75 0.88  0.00
H19 -0.22 5.17 -1.06  0.00
H20 1.14 0.68 2.50  0.02
H21 0.22 -0.05 4.65  0.00
H22 -2.12 -0.65 4.83  0.01
H23 -3.62 -0.51 2.90  0.01
H24 -2.80 0.47 0.83  0.00
C30 -4.44 -3.22 -0.82  0.00
C31 -3.84 -1.84 -0.75  0.00
C32 -4.78 -0.78 -1.32  0.00
O3 -2.59 -1.92 -1.52  0.00
H25 -5.46 -3.28 -0.39  0.00
H26 -3.78 -3.95 -0.36  0.00
H27 -4.46 -3.47 -1.88  0.00
H28 -3.61 -1.52 0.29  0.00
H29 -4.99 -1.03 -2.35  0.00
H30 -4.32 0.21 -1.28  0.00
H31 -5.72 -0.77 -0.76  0.00
S1 -0.76 -4.85 1.93  0.00
C33 -0.68 -3.70 0.91  0.02


This record from the Open Molecules 2025 dataset describes C33H31MnN9P2SSe2 as an isolated structure in a non-equilibrium geometry. The level of theory is ωB97M-V with the def2-TZVPD basis set.

Computed properties:
**HOMO-LUMO gap (spin up / spin down)**: 7.3 / 7.5 eV
**Spin multiplicity**: 2
**HOMO energy (spin up / spin down)**: -7.477 / -7.500 eV
**<S²>**: 0.9998
**E_tot**: -239561.400 eV
**E_LUMO (spin up / spin down)**: -0.147 / -0.020 eV

Each line ends with the Mulliken spin population.
Element x y z (Å)
Mn1 0.04 -0.28 -0.11  1.05
N1 -1.70 2.35 3.03  0.00
C1 -0.84 1.65 2.25  0.00
S1 -0.72 -0.06 2.48  0.01
N2 -0.12 2.37 1.41  0.00
N3 0.64 1.57 0.62  0.00
C2 1.78 1.98 0.20  -0.01
C3 2.58 0.99 -0.52  0.01
C4 3.77 1.32 -1.16  0.00
C5 4.47 0.33 -1.82  0.00
C6 3.98 -0.97 -1.81  0.00
C7 2.79 -1.22 -1.14  0.00
N4 2.11 -0.27 -0.50  0.00
H1 -2.34 1.84 3.61  0.00
H2 -1.89 3.31 2.80  0.00
H3 2.17 2.96 0.44  0.00
H4 4.11 2.35 -1.16  0.00
H5 5.39 0.57 -2.35  0.00
H6 4.49 -1.77 -2.31  0.00
H7 2.35 -2.21 -1.14  0.00
Se1 -3.40 1.50 -5.96  0.00
P1 -1.89 0.05 -5.81  0.00
C8 -0.54 0.26 -7.00  0.00
C9 -0.49 1.40 -7.79  0.00
C10 0.53 1.56 -8.72  0.00
C11 1.49 0.58 -8.87  0.00
C12 1.44 -0.57 -8.08  0.00
C13 0.43 -0.73 -7.15  0.00
C14 -2.45 -1.65 -6.13  0.00
C15 -2.08 -2.72 -5.32  0.00
C16 -2.50 -4.01 -5.64  0.00
C17 -3.27 -4.23 -6.77  0.00
C18 -3.64 -3.16 -7.58  0.00
C19 -3.24 -1.87 -7.26  0.00
C20 -1.08 -0.01 -4.21  0.01
C21 -1.59 -0.01 -2.92  0.02
N5 -0.51 0.00 -2.09  -0.05
N6 0.59 0.00 -2.85  0.01
N7 0.26 0.00 -4.12  0.00
P2 -3.19 0.07 -2.10  -0.01
Se2 -2.79 -0.17 -0.01  0.00
C22 -4.29 -1.19 -2.80  0.00
C23 -4.50 -2.36 -2.08  0.00
C24 -5.32 -3.35 -2.59  0.00
C25 -5.95 -3.17 -3.81  0.00
C26 -5.75 -2.00 -4.53  0.00
C27 -4.92 -1.01 -4.03  0.00
C28 -3.88 1.70 -2.48  0.00
C29 -2.99 2.77 -2.47  0.00
C30 -3.47 4.05 -2.70  0.00
C31 -4.82 4.26 -2.93  0.00
C32 -5.70 3.19 -2.91  0.00
C33 -5.23 1.91 -2.69  0.00
H8 -1.26 2.16 -7.67  0.00
H9 0.56 2.45 -9.34  0.00
H10 2.28 0.70 -9.60  0.00
H11 2.19 -1.34 -8.19  0.00
H12 0.40 -1.62 -6.54  0.00
H13 -1.47 -2.55 -4.45  0.00
H14 -2.22 -4.84 -5.01  0.00
H15 -3.59 -5.23 -7.02  0.00
H16 -4.25 -3.33 -8.46  0.00
H17 -3.54 -1.03 -7.87  0.00
H18 -4.03 -2.48 -1.11  0.00
H19 -5.48 -4.26 -2.02  0.00
H20 -6.59 -3.95 -4.21  0.00
H21 -6.22 -1.86 -5.49  0.00
H22 -4.75 -0.11 -4.61  0.00
H23 -1.94 2.61 -2.30  0.00
H24 -2.78 4.89 -2.71  0.00
H25 -5.19 5.26 -3.11  0.00
H26 -6.76 3.36 -3.09  0.00
H27 -5.93 1.08 -2.67  0.00
N8 0.56 -3.43 0.10  0.00
N9 -0.44 -2.41 0.21  -0.02
H28 0.23 -4.31 0.50  0.00
H29 1.36 -3.13 0.65  0.00
H30 -0.87 -2.38 1.14  0.00
H31 -1.19 -2.60 -0.45  0.00